1.
Entry from the OMol25 dataset: a cluster of 17 separate species, C68H119N17 in total (ωB97M-V/def2-TZVPD).

Calculated values
HOMO level: -0.39858 Eh
gap between HOMO and LUMO: 10.73 eV
max |F|: 4.7 eV/A

Each line ends with the Löwdin charge.
Positions of all 204 atoms, in Å:
C1 -20.123 24.022 -16.170  -0.089
C2 -20.094 23.064 -17.374  -0.226
C3 -21.112 21.898 -17.384  -0.173
C4 -22.554 22.259 -17.313  -0.205
N1 -23.651 22.551 -17.258  0.187
H1 -19.267 24.693 -16.231  0.073
H2 -20.010 23.504 -15.218  0.067
H3 -21.034 24.621 -16.129  0.047
H4 -19.113 22.605 -17.499  0.112
H5 -20.335 23.616 -18.282  0.082
H6 -20.869 21.143 -16.637  0.103
H7 -21.023 21.289 -18.283  0.100
C5 -25.353 16.656 -20.846  -0.088
C6 -26.579 15.749 -21.070  -0.240
C7 -27.121 15.764 -22.497  -0.184
C8 -26.134 15.281 -23.466  -0.230
N2 -25.313 14.945 -24.205  0.158
H8 -24.759 16.572 -21.756  0.043
H9 -24.835 16.393 -19.924  0.057
H10 -25.562 17.724 -20.792  0.031
H11 -27.303 15.901 -20.271  0.085
H12 -26.225 14.724 -20.955  0.110
H13 -27.512 16.705 -22.883  0.095
H14 -27.879 14.991 -22.627  0.121
C9 -28.871 18.778 -21.499  -0.115
C10 -29.998 18.163 -20.674  -0.208
C11 -29.796 18.557 -19.177  -0.208
C12 -30.220 19.882 -18.975  -0.256
N3 -30.575 20.970 -18.754  0.169
H15 -29.105 18.773 -22.563  0.076
H16 -27.954 18.211 -21.333  0.032
H17 -28.718 19.822 -21.227  0.056
H18 -29.975 17.073 -20.663  0.100
H19 -30.978 18.435 -21.067  0.113
H20 -28.763 18.384 -18.875  0.086
H21 -30.411 17.981 -18.486  0.120
C13 -26.449 26.875 -18.576  -0.117
C14 -25.456 26.436 -17.510  -0.248
C15 -24.023 27.008 -17.666  -0.174
C16 -23.996 28.472 -17.608  -0.245
N4 -23.963 29.621 -17.544  0.147
H22 -26.603 27.948 -18.686  0.066
H23 -27.366 26.358 -18.294  0.050
H24 -26.120 26.471 -19.533  0.050
H25 -25.415 25.352 -17.405  0.064
H26 -25.857 26.706 -16.533  0.103
H27 -23.529 26.649 -18.569  0.085
H28 -23.349 26.679 -16.875  0.078
C17 -22.484 16.801 -23.497  -0.114
C18 -22.263 18.116 -22.753  -0.258
C19 -21.348 17.969 -21.531  -0.182
C20 -21.641 16.785 -20.659  -0.182
N5 -21.866 15.831 -19.982  0.151
H29 -23.082 16.049 -22.983  0.045
H30 -21.516 16.316 -23.618  0.079
H31 -22.832 16.957 -24.518  0.065
H32 -23.227 18.537 -22.467  0.074
H33 -21.836 18.717 -23.556  0.085
H34 -21.330 18.932 -21.021  0.086
H35 -20.327 17.785 -21.867  0.111
C21 -26.855 14.677 -17.530  -0.085
C22 -28.116 15.396 -16.995  -0.262
C23 -29.357 14.546 -16.798  -0.187
C24 -29.726 13.660 -17.920  -0.218
N6 -29.998 12.950 -18.794  0.143
H36 -26.012 15.369 -17.546  0.060
H37 -27.044 14.279 -18.527  0.060
H38 -26.591 13.874 -16.842  0.078
H39 -28.275 16.199 -17.715  0.079
H40 -27.865 15.955 -16.094  0.097
H41 -30.216 15.195 -16.627  0.113
H42 -29.202 13.959 -15.893  0.120
C25 -24.074 19.560 -26.162  -0.077
C26 -24.602 20.943 -25.639  -0.241
C27 -24.590 21.091 -24.154  -0.200
C28 -25.393 20.112 -23.409  -0.194
N7 -25.961 19.307 -22.810  0.215
H43 -24.661 18.791 -25.660  0.063
H44 -23.025 19.508 -25.873  0.058
H45 -24.193 19.381 -27.231  0.072
H46 -25.623 21.126 -25.973  0.112
H47 -23.910 21.675 -26.055  0.109
H48 -25.064 22.057 -23.980  0.099
H49 -23.612 21.201 -23.686  0.114
C29 -29.586 26.634 -20.844  -0.104
C30 -30.135 28.042 -20.566  -0.218
C31 -30.273 28.897 -21.873  -0.179
C32 -29.106 28.998 -22.713  -0.247
N8 -28.152 29.099 -23.327  0.168
H50 -30.198 26.051 -21.532  0.054
H51 -29.475 26.018 -19.951  0.065
H52 -28.608 26.837 -21.280  0.068
H53 -29.571 28.562 -19.791  0.109
H54 -31.166 27.854 -20.267  0.102
H55 -30.534 29.921 -21.607  0.118
H56 -31.038 28.493 -22.536  0.121
C33 -29.590 24.394 -16.457  -0.076
C34 -28.680 23.121 -16.696  -0.220
C35 -27.149 23.301 -16.493  -0.166
C36 -26.758 24.118 -15.310  -0.223
N9 -26.471 24.730 -14.391  0.186
H57 -30.609 24.168 -16.769  0.067
H58 -29.289 25.230 -17.088  0.051
H59 -29.619 24.727 -15.420  0.067
H60 -28.831 22.808 -17.730  0.065
H61 -29.048 22.257 -16.144  0.085
H62 -26.738 23.835 -17.350  0.069
H63 -26.676 22.321 -16.444  0.084
C37 -21.968 23.156 -12.002  -0.087
C38 -22.641 22.453 -13.217  -0.235
C39 -23.731 23.334 -13.819  -0.240
C40 -23.293 24.657 -14.192  -0.232
N10 -22.935 25.723 -14.528  0.171
H64 -22.732 23.261 -11.232  0.074
H65 -21.588 24.166 -12.157  0.070
H66 -21.140 22.546 -11.641  0.070
H67 -22.936 21.436 -12.957  0.100
H68 -21.960 22.285 -14.051  0.084
H69 -24.489 23.478 -13.049  0.099
H70 -24.143 22.872 -14.717  0.074
C41 -26.054 23.382 -20.224  -0.070
C42 -26.711 21.977 -20.352  -0.218
C43 -25.892 20.861 -19.709  -0.192
C44 -24.481 20.820 -20.112  -0.221
N11 -23.346 20.798 -20.410  0.173
H71 -25.263 23.482 -20.967  0.049
H72 -25.675 23.676 -19.245  0.048
H73 -26.781 24.151 -20.484  0.061
H74 -26.840 21.675 -21.392  0.073
H75 -27.648 21.979 -19.796  0.090
H76 -26.282 19.876 -19.961  0.088
H77 -25.884 20.924 -18.620  0.090
C45 -24.632 32.398 -20.211  -0.116
C46 -24.791 31.990 -21.679  -0.266
C47 -25.638 30.760 -21.821  -0.213
C48 -25.156 29.547 -21.115  -0.158
N12 -24.736 28.580 -20.612  0.177
H78 -23.980 33.264 -20.089  0.070
H79 -24.208 31.612 -19.587  0.046
H80 -25.559 32.652 -19.697  0.074
H81 -23.795 31.854 -22.101  0.112
H82 -25.200 32.882 -22.153  0.110
H83 -25.720 30.637 -22.901  0.107
H84 -26.655 30.984 -21.500  0.109
C49 -28.966 21.830 -23.423  -0.101
C50 -29.409 22.990 -22.517  -0.232
C51 -30.846 23.427 -22.897  -0.185
C52 -31.827 22.360 -22.609  -0.236
N13 -32.623 21.553 -22.381  0.143
H85 -28.725 22.212 -24.415  0.077
H86 -29.693 21.027 -23.541  0.070
H87 -28.031 21.356 -23.123  0.029
H88 -28.705 23.822 -22.544  0.107
H89 -29.570 22.644 -21.496  0.093
H90 -30.966 23.663 -23.954  0.120
H91 -31.193 24.287 -22.324  0.092
C53 -20.666 24.102 -22.008  -0.100
C54 -21.647 24.464 -20.916  -0.264
C55 -22.641 25.493 -21.405  -0.197
C56 -23.559 25.095 -22.479  -0.212
N14 -24.225 24.718 -23.343  0.152
H92 -19.961 23.382 -21.592  0.065
H93 -20.275 24.925 -22.607  0.086
H94 -21.222 23.525 -22.745  0.063
H95 -21.124 24.912 -20.071  0.101
H96 -22.156 23.585 -20.521  0.097
H97 -22.120 26.378 -21.771  0.125
H98 -23.180 25.872 -20.537  0.086
C57 -26.218 20.941 -13.567  -0.109
C58 -27.631 20.445 -13.408  -0.249
C59 -28.033 19.159 -14.111  -0.166
C60 -27.720 19.194 -15.562  -0.190
N15 -27.495 19.266 -16.700  0.185
H99 -25.427 20.389 -13.060  0.079
H100 -26.151 21.962 -13.191  0.062
H101 -25.924 20.980 -14.616  0.043
H102 -28.324 21.232 -13.706  0.109
H103 -27.831 20.306 -12.345  0.115
H104 -29.113 19.032 -14.033  0.121
H105 -27.546 18.285 -13.677  0.120
C61 -19.124 20.660 -23.361  -0.075
C62 -19.736 20.810 -24.793  -0.240
C63 -19.025 21.854 -25.664  -0.196
C64 -17.807 21.348 -26.287  -0.227
N16 -16.809 20.978 -26.772  0.136
H106 -19.789 19.967 -22.846  0.043
H107 -18.920 21.619 -22.885  0.057
H108 -18.123 20.230 -23.331  0.075
H109 -20.786 21.080 -24.677  0.085
H110 -19.783 19.836 -25.278  0.111
H111 -18.765 22.835 -25.266  0.120
H112 -19.764 22.046 -26.442  0.114
C65 -23.633 19.091 -15.584  -0.100
C66 -23.849 18.295 -16.872  -0.264
C67 -22.813 17.233 -17.070  -0.190
C68 -21.493 17.773 -17.439  -0.240
N17 -20.465 18.168 -17.734  0.157
H113 -24.265 19.969 -15.716  0.040
H114 -22.618 19.475 -15.485  0.068
H115 -23.997 18.598 -14.682  0.076
H116 -23.952 19.002 -17.696  0.096
H117 -24.853 17.875 -16.832  0.088
H118 -23.083 16.562 -17.886  0.080
H119 -22.700 16.651 -16.155  0.127



2.
Entry from the OMol25 dataset: a cluster of 13 separate species, C68H138B2ClF8N16 in total (ωB97M-V/def2-TZVPD).

Calculated values
HOMO level: -0.77847 Eh
gap between HOMO and LUMO: 8.56 eV
total charge: +7
max |F|: 4.8 eV/A

Each line ends with the Löwdin charge.
Positions of all 233 atoms, in Å:
C1 -1.287 0.891 -2.074  -0.044
C2 -0.679 -0.519 -1.925  -0.140
N1 -0.568 -0.975 -0.521  -0.050
C3 -1.611 -0.860 0.396  0.015
C4 -1.033 -1.167 1.673  0.023
N2 0.313 -1.479 1.513  -0.064
C5 0.645 -1.294 0.148  0.040
C6 1.156 -1.995 2.585  -0.005
H1 -1.019 1.672 -1.362  0.055
H2 -2.334 0.797 -2.363  0.074
H3 -0.776 1.260 -2.964  0.078
H4 0.353 -0.560 -2.272  0.087
H5 -1.288 -1.261 -2.441  0.120
H6 -2.609 -0.504 0.190  0.122
H7 -1.518 -1.206 2.637  0.106
H8 1.565 -1.550 -0.358  0.061
H9 1.281 -3.077 2.631  0.063
H10 0.728 -1.695 3.542  0.106
H11 2.181 -1.635 2.491  0.080
C7 -9.049 1.843 -3.946  -0.035
C8 -7.624 1.849 -3.394  -0.177
N3 -6.963 0.550 -3.459  -0.036
C9 -5.845 0.276 -2.733  -0.062
C10 -5.509 -1.007 -3.035  -0.075
N4 -6.391 -1.631 -3.794  -0.040
C11 -7.337 -0.663 -4.004  0.068
C12 -6.336 -2.985 -4.368  0.064
H12 -9.533 1.144 -3.264  0.084
H13 -9.240 1.492 -4.960  0.097
H14 -9.476 2.836 -3.802  0.100
H15 -7.630 2.174 -2.353  0.116
H16 -6.917 2.490 -3.920  0.116
H17 -5.295 1.005 -2.155  0.122
H18 -4.635 -1.583 -2.769  0.129
H19 -8.222 -0.761 -4.615  0.170
H20 -7.183 -3.260 -4.997  0.121
H21 -6.213 -3.686 -3.543  0.110
H22 -5.486 -2.979 -5.050  0.097
C13 1.751 1.489 3.380  -0.044
C14 3.014 2.242 3.943  -0.127
N5 2.828 2.735 5.337  -0.063
C15 2.911 2.001 6.519  0.018
C16 2.628 2.859 7.601  0.076
N6 2.496 4.151 7.016  -0.066
C17 2.595 4.002 5.668  -0.012
C18 2.312 5.350 7.822  0.025
H23 1.732 1.404 2.294  0.052
H24 0.930 2.183 3.563  0.076
H25 1.539 0.585 3.951  0.067
H26 3.336 3.044 3.280  0.104
H27 3.834 1.526 4.014  0.109
H28 3.021 0.931 6.428  0.129
H29 2.521 2.763 8.671  0.149
H30 2.637 4.816 4.960  0.169
H31 3.238 5.765 8.220  0.118
H32 1.716 5.091 8.698  0.114
H33 1.832 6.174 7.293  0.111
C19 6.654 -5.541 8.822  -0.055
C20 6.932 -4.962 7.446  -0.170
N7 5.983 -5.278 6.386  -0.033
C21 5.418 -6.523 6.313  0.024
C22 4.660 -6.543 5.189  0.008
N8 4.740 -5.313 4.571  -0.103
C23 5.628 -4.533 5.265  0.048
C24 4.081 -4.927 3.338  0.005
H34 7.120 -4.989 9.638  0.100
H35 6.985 -6.567 8.982  0.098
H36 5.610 -5.326 9.050  0.090
H37 7.903 -5.360 7.153  0.141
H38 7.028 -3.877 7.451  0.129
H39 5.488 -7.293 7.067  0.159
H40 3.969 -7.279 4.806  0.145
H41 5.919 -3.516 5.048  0.153
H42 3.149 -5.487 3.266  0.072
H43 4.680 -5.226 2.478  0.109
H44 3.907 -3.851 3.319  0.081
C25 8.205 -3.915 -2.266  -0.041
C26 6.865 -3.115 -1.981  -0.124
N9 6.899 -2.427 -0.668  -0.025
C27 8.034 -1.967 0.004  0.046
C28 7.617 -1.352 1.222  0.030
N10 6.229 -1.274 1.145  -0.116
C29 5.835 -1.982 0.067  -0.056
C30 5.485 -0.454 2.047  -0.022
H45 9.097 -3.289 -2.268  0.074
H46 8.103 -4.318 -3.274  0.090
H47 8.432 -4.755 -1.610  0.092
H48 6.114 -3.904 -1.958  0.120
H49 6.577 -2.400 -2.750  0.117
H50 9.025 -2.104 -0.402  0.136
H51 8.238 -0.906 1.985  0.138
H52 4.788 -2.138 -0.145  0.102
H53 6.067 0.299 2.580  0.109
H54 4.972 -1.145 2.716  0.085
H55 4.821 0.134 1.414  0.072
C31 -0.322 -6.512 4.463  -0.021
C32 0.318 -5.603 3.331  -0.144
N11 -0.691 -5.248 2.283  -0.043
C33 -1.921 -4.720 2.437  0.011
C34 -2.374 -4.365 1.138  0.016
N12 -1.490 -4.871 0.168  -0.069
C35 -0.491 -5.446 0.900  0.016
C36 -1.573 -4.812 -1.311  0.043
H56 0.417 -6.934 5.144  0.081
H57 -0.706 -7.421 3.999  0.091
H58 -1.130 -6.024 5.008  0.087
H59 1.106 -6.151 2.815  0.104
H60 0.638 -4.652 3.756  0.096
H61 -2.394 -4.455 3.371  0.134
H62 -3.239 -3.824 0.784  0.128
H63 0.412 -5.887 0.504  0.153
H64 -0.576 -5.101 -1.644  0.070
H65 -1.940 -3.839 -1.637  0.089
H66 -2.278 -5.528 -1.733  0.119
C37 1.147 -4.960 -3.883  -0.080
C38 1.359 -3.712 -4.758  -0.206
C39 2.492 -2.785 -4.340  -0.125
N13 2.761 -1.570 -5.230  -0.211
C40 1.686 -0.492 -5.108  0.045
C41 2.954 -2.060 -6.695  -0.077
C42 3.801 -0.985 -7.447  -0.105
C43 4.719 -0.482 -6.300  -0.154
C44 4.154 -0.951 -5.005  -0.143
H67 1.331 -4.821 -2.818  0.051
H68 1.662 -5.833 -4.284  0.090
H69 0.111 -5.294 -3.938  0.076
H70 0.404 -3.193 -4.684  0.096
H71 1.473 -4.003 -5.803  0.122
H72 3.382 -3.390 -4.517  0.130
H73 2.417 -2.413 -3.318  0.100
H74 0.684 -0.848 -5.346  0.102
H75 1.954 0.308 -5.798  0.108
H76 1.879 -0.024 -4.142  0.053
H77 1.987 -2.152 -7.189  0.140
H78 3.486 -2.993 -6.879  0.147
H79 3.209 -0.109 -7.711  0.108
H80 4.294 -1.334 -8.354  0.135
H81 5.042 0.558 -6.351  0.126
H82 5.644 -1.054 -6.369  0.120
H83 4.056 -0.175 -4.246  0.061
H84 4.790 -1.736 -4.597  0.115
C45 0.680 7.556 -2.468  -0.079
C46 -0.641 7.250 -3.128  -0.217
C47 -1.195 5.879 -2.630  -0.105
N14 -2.621 5.658 -3.202  -0.233
C48 -3.671 6.573 -2.515  0.059
C49 -2.966 4.171 -2.931  -0.106
C50 -4.055 3.969 -3.954  -0.162
C51 -4.011 5.017 -5.103  -0.091
C52 -2.776 5.843 -4.722  -0.087
H85 0.566 7.134 -1.470  0.050
H86 0.950 8.609 -2.547  0.111
H87 1.456 6.901 -2.865  0.065
H88 -0.476 7.300 -4.204  0.122
H89 -1.389 8.001 -2.874  0.116
H90 -1.280 5.884 -1.544  0.123
H91 -0.595 5.115 -3.125  0.121
H92 -3.532 6.454 -1.440  0.107
H93 -4.689 6.281 -2.772  0.111
H94 -3.554 7.631 -2.750  0.114
H95 -3.321 4.019 -1.912  0.132
H96 -2.079 3.570 -3.132  0.110
H97 -5.003 4.047 -3.422  0.099
H98 -4.003 2.912 -4.214  0.116
H99 -4.835 5.719 -5.231  0.131
H100 -3.787 4.576 -6.074  0.132
H101 -2.852 6.901 -4.975  0.144
H102 -1.849 5.498 -5.179  0.138
C53 -0.281 3.431 0.760  -0.097
C54 0.712 4.007 -0.194  -0.251
C55 2.165 3.616 0.098  -0.064
N15 3.186 4.208 -1.004  -0.158
C56 2.926 3.725 -2.434  0.002
C57 4.688 3.804 -0.663  -0.090
C58 5.161 4.695 0.520  -0.132
C59 4.589 6.020 -0.025  -0.138
C60 3.313 5.794 -0.888  -0.055
H103 -1.297 3.559 0.385  0.074
H104 -0.335 3.866 1.758  0.090
H105 -0.127 2.355 0.837  0.061
H106 0.578 5.084 -0.296  0.092
H107 0.473 3.589 -1.172  0.090
H108 2.184 2.526 0.100  0.096
H109 2.512 4.005 1.055  0.119
H110 2.065 4.147 -2.953  0.083
H111 2.679 2.670 -2.309  0.042
H112 3.737 3.941 -3.129  0.115
H113 5.356 3.939 -1.513  0.142
H114 4.699 2.780 -0.291  0.097
H115 6.251 4.673 0.515  0.131
H116 4.845 4.277 1.475  0.090
H117 5.346 6.528 -0.621  0.130
H118 4.413 6.733 0.781  0.123
H119 3.535 6.304 -1.826  0.128
H120 2.396 6.270 -0.541  0.099
C61 -5.822 1.388 5.668  -0.106
C62 -6.347 1.423 4.267  -0.224
C63 -6.628 -0.012 3.718  -0.074
N16 -6.825 -0.145 2.197  -0.247
C64 -5.462 -0.066 1.499  0.044
C65 -7.822 0.878 1.617  -0.076
C66 -8.293 0.354 0.306  -0.171
C67 -8.192 -1.139 0.463  -0.130
C68 -7.567 -1.410 1.851  -0.078
H121 -5.672 2.388 6.073  0.090
H122 -4.834 0.928 5.705  0.071
H123 -6.450 0.904 6.416  0.098
H124 -5.525 1.979 3.818  0.106
H125 -7.260 2.012 4.345  0.118
H126 -7.470 -0.490 4.219  0.145
H127 -5.822 -0.689 4.003  0.116
H128 -5.653 -0.162 0.430  0.081
H129 -4.851 -0.899 1.848  0.089
H130 -5.106 0.915 1.812  0.101
H131 -7.241 1.799 1.660  0.134
H132 -8.588 0.921 2.392  0.156
H133 -7.827 0.653 -0.632  0.082
H134 -9.271 0.759 0.046  0.136
H135 -7.505 -1.582 -0.258  0.101
H136 -9.202 -1.478 0.233  0.137
H137 -6.865 -2.243 1.888  0.139
H138 -8.339 -1.619 2.591  0.146
B1 -2.485 -2.188 -5.504  -1.496
F1 -1.861 -0.992 -5.315  0.129
F2 -1.734 -2.986 -6.265  0.186
F3 -2.840 -2.703 -4.306  0.137
F4 -3.611 -2.006 -6.314  0.107
B2 -3.253 -1.845 4.579  -1.365
F5 -3.133 -0.487 4.427  0.128
F6 -3.704 -2.093 5.872  0.145
F7 -4.046 -2.482 3.630  0.110
F8 -1.958 -2.343 4.372  0.071
Cl1 3.439 -0.023 -1.531  -0.293



Among the records above, which one has the highest max |F|? C68H138B2ClF8N16



Look up the max |F| of the second one. 4.8 eV/A



What is the max |F| in the second record? 4.8 eV/A



The lowest max |F| belongs to which entry? C68H119N17